i | Entry from the OMol25 dataset: an isolated ion of composition C2H3N2O2 and charge -1 (wB97M-V/def2-TZVPD).

XYZ file:
```
9
Properties=species:S:1:pos:R:3:lowdin_spin:R:1
O -0.3798 -1.1709 -0.1841 0.1925
O -2.5780 -0.1710 0.3185 0.3970
N -1.4921 0.0998 -0.2802 0.4702
N -0.7407 1.1642 -0.0459 0.2876
C 0.7830 -0.5628 0.0991 0.1010
C 0.4986 0.9043 -0.0447 0.4520
H 1.2309 1.7457 -0.3311 0.0454
H 1.2895 -0.8357 1.0254 0.0335
H 1.3886 -1.1735 -0.5570 0.0208
```

Results
Kohn-Sham gap (alpha / beta) = 4.5 / 8.6 eV
Charge = -1
Multiplicity = 3
<S²> = 2.01
E_LUMO (alpha / beta) = 4.7 / 4.4 eV
E_HOMO (alpha / beta) = 0.0045 / -0.1570 hartree

=====

ii | Entry from the OMol25 dataset: an isolated ion of composition C2H3N2O2 and charge -1 (wB97M-V/def2-TZVPD).

XYZ file:
```
9
Properties=species:S:1:pos:R:3:lowdin_spin:R:1
O -0.7228 -0.2938 0.1011 0.4317
O 1.7302 0.2755 -0.0531 0.4729
N 0.8360 -2.1990 -2.2396 0.2706
N 0.8061 -0.6305 -0.3331 0.6213
C -0.9248 0.8308 0.8655 0.0578
C 0.7760 -1.3169 -1.4764 0.1093
H -1.5225 1.5793 0.4832 0.0166
H 0.1673 1.2210 0.8369 0.0099
H -1.1455 0.5336 1.8155 0.0098
```

Results
Kohn-Sham gap (alpha / beta) = 5.0 / 8.8 eV
Charge = -1
Multiplicity = 3
<S²> = 2.02
E_LUMO (alpha / beta) = 4.4 / 4.2 eV
E_HOMO (alpha / beta) = -0.0225 / -0.1681 hartree

=====

Which of them is most stable? Easy: ii.

=====

i | Entry from the OMol25 dataset: an isolated ion of composition C3H4ClF2O4S and charge -1 (wB97M-V/def2-TZVPD).

XYZ file:
```
15
Properties=species:S:1:pos:R:3:mulliken_charge:R:1
Cl -2.5914 0.4279 -0.8508 -0.2297
S 0.2974 -0.9331 2.4299 1.1258
F -2.2784 -1.2780 1.6701 -0.3095
F -1.9460 0.5872 2.6120 -0.2884
O -0.1903 -1.2869 3.7267 -0.6418
O 0.6682 -2.0113 1.5199 -0.6971
O 0.1475 -1.2953 -0.8890 -0.5272
O 1.1946 0.2295 2.3735 -0.6905
C -1.3638 -0.2150 1.7198 0.4973
C -1.2215 0.5310 0.3198 0.2325
C 0.0591 0.0654 -0.3579 -1.0236
H -0.9858 1.6246 0.6127 0.2834
H 0.8386 0.2448 0.4050 0.4522
H 0.2479 0.5786 -1.3260 0.4173
H -0.0818 -1.7141 -0.0823 0.3993
```

Results
Kohn-Sham gap = 9.4 eV
Charge = -1
E_LUMO = 3.3 eV
E_HOMO = -0.2239 hartree

=====

ii | Entry from the OMol25 dataset: a 2-piece molecular cluster, C3H4ClF2O4S overall (wB97M-V/def2-TZVPD).

XYZ file:
```
15
Properties=species:S:1:pos:R:3:mulliken_charge:R:1
Cl -2.9696 1.7098 0.0131 -0.1963
S -1.6990 -0.7655 -0.6916 1.0345
F 2.7724 1.3286 -0.7977 -0.3417
F 2.3486 -0.6093 1.5001 -0.3372
O -2.9247 -1.2913 -1.2612 -0.6198
O -0.8991 -1.8510 -0.0262 -0.7506
O -0.9324 0.1675 -1.4651 -0.5865
O -2.4449 0.0723 1.9402 -0.4457
C 1.7814 -0.5498 0.2162 0.4662
C -2.4271 0.2326 0.7588 0.4810
C 1.6391 0.9317 -0.0919 -0.1573
H 2.6316 -1.1006 -0.2781 0.1749
H 0.7964 1.0875 -0.6278 0.2359
H 1.5770 1.6224 0.7806 0.1886
H 0.7503 -0.9848 0.0308 -0.1460
```

Results
Kohn-Sham gap = 9.5 eV
Charge = -1
E_LUMO = 3.3 eV
E_HOMO = -0.2288 hartree

=====

Which of them is most stable? Easy: i.

=====

i | Entry from the OMol25 dataset: an isolated ion of composition C6H12NS and charge +1 (wB97M-V/def2-TZVPD).

XYZ file:
```
20
Properties=species:S:1:pos:R:3:mulliken_charge:R:1
S -2.6247 -1.0032 -0.1125 0.0504
N 0.7373 -0.9299 -0.5533 -0.1381
C -2.4088 0.5956 0.2416 0.0873
C 2.1801 -0.7855 -0.5104 -0.4628
C 2.5381 0.4098 0.3351 -0.9433
C 0.1072 -1.8293 0.1448 0.4523
C -1.2438 -2.0252 0.3240 -0.8365
C -3.5002 1.5323 -0.1674 -1.1013
H 2.5949 -0.8414 -1.6275 0.3218
H 2.6817 -1.6998 -0.0736 0.2717
H -1.4011 0.9037 0.3315 0.4347
H 0.1541 -0.2590 -1.0435 0.2611
H 0.6300 -2.6499 0.6376 0.2689
H 1.9384 1.4475 0.2869 0.2538
H -4.5582 1.1749 -0.4240 0.3513
H 3.6832 0.6241 0.2477 0.3112
H -3.6743 2.2141 0.6839 0.3222
H -1.5234 -2.9194 0.7297 0.4184
H 2.4389 0.1617 1.3829 0.3250
H -3.4114 2.0578 -1.0577 0.3518
```

Results
Kohn-Sham gap (alpha / beta) = 7.1 / 7.1 eV
Charge = +1
E_LUMO (alpha / beta) = -5.5 / -5.5 eV
E_HOMO (alpha / beta) = -0.4646 / -0.4646 hartree

=====

ii | Entry from the OMol25 dataset: a 2-piece molecular cluster, C6H12NS overall (wB97M-V/def2-TZVPD).

XYZ file:
```
20
Properties=species:S:1:pos:R:3:mulliken_charge:R:1
S -1.6945 1.3001 1.6918 -0.0375
N 1.9287 -0.9869 0.0507 -0.2649
C -0.0794 -2.1638 1.0261 -0.7464
C 0.1671 2.6349 -0.3066 -0.2644
C -0.9936 1.9992 0.3277 0.3677
C -0.5233 -2.0078 -0.3676 -0.3983
C 0.4169 -1.0429 0.1660 -0.0851
C -0.8892 2.0146 -1.1817 -0.3237
H -0.2630 -2.5883 -1.2890 0.2661
H -2.5576 0.5886 0.9567 0.2063
H 2.2471 -0.0371 0.4264 0.3297
H 2.0249 -1.0316 -0.9964 0.3846
H 2.3584 -1.7907 0.4539 0.3269
H 0.7340 -2.9177 1.1925 0.2158
H -1.6558 2.6402 -1.7456 0.2586
H -0.5873 1.0854 -1.6445 0.1841
H -0.6334 -2.0028 2.0453 0.1667
H 1.1580 2.1352 -0.1481 0.0247
H -1.5079 -1.5673 -0.5739 0.1154
H 0.3501 3.7386 -0.0835 0.2737
```

Results
Kohn-Sham gap (alpha / beta) = 6.7 / 4.2 eV
Charge = +1
E_LUMO (alpha / beta) = -4.6 / -5.8 eV
E_HOMO (alpha / beta) = -0.4134 / -0.3648 hartree

=====

Which of them is most stable? Easy: i.

=====

i | Entry from the OMol25 dataset: a 2-piece molecular cluster, C2H3IO overall (wB97M-V/def2-TZVPD).

XYZ file:
```
7
Properties=species:S:1:pos:R:3:mulliken_charge:R:1
I 3.4007 -0.1935 -0.0583 0.0024
O 0.9576 1.5456 -0.3430 -0.2356
C 1.2744 0.3199 -0.2177 -0.1308
C 0.2721 0.8569 0.6795 -0.1679
H -0.6908 0.5570 0.3813 0.2378
H 0.6376 1.0313 1.6204 0.2837
H -0.0694 -1.4039 -2.3833 0.0105
```

Results
Kohn-Sham gap (alpha / beta) = 8.2 / 9.0 eV
E_LUMO (alpha / beta) = 0.0 / -0.8 eV
E_HOMO (alpha / beta) = -0.3013 / -0.3584 hartree

=====

ii | Entry from the OMol25 dataset: a 2-piece molecular cluster, C2H3IO overall (wB97M-V/def2-TZVPD).

XYZ file:
```
7
Properties=species:S:1:pos:R:3:mulliken_charge:R:1
I 0.0985 -3.4529 3.1396 0.0176
O 1.8811 -1.4851 1.6751 -0.1749
C 1.7458 -1.9097 2.7340 0.1118
C 0.7998 0.2174 -0.3381 -0.8735
H 0.3875 1.2229 -0.2509 0.3012
H 0.2161 -0.5530 -0.7382 0.2833
H 1.6434 -0.2086 0.1211 0.3344
```

Results
Kohn-Sham gap (alpha / beta) = 9.6 / 6.3 eV
E_LUMO (alpha / beta) = 0.1 / -2.4 eV
E_HOMO (alpha / beta) = -0.3479 / -0.3221 hartree

=====

Which of them is most stable? Easy: ii.